No. 1
# C20H33Cl2LuN4O3

A molecular structure, C20H33Cl2LuN4O3 (ωB97M-V with the def2-TZVPD basis set, the OMol25 dataset).

Structure (XYZ):
```
63
Properties=species:S:1:pos:R:3:forces:R:3
O 0.6020 -0.0473 -1.8687 0.441 -0.770 1.631
C -0.5943 0.3237 -2.2921 -0.320 0.280 0.168
C -0.4563 1.6820 -3.0085 -0.445 -0.271 0.671
C 0.2462 2.7127 -2.3751 -0.009 0.040 -0.401
H 0.5710 2.5719 -1.3446 0.049 0.028 -0.334
C 0.5211 3.8912 -3.0672 -0.105 -0.238 0.089
H 1.1176 4.6626 -2.5648 -0.338 -0.159 -0.343
C 0.0420 4.0546 -4.3722 -0.292 -0.328 -0.270
H 0.2451 4.9785 -4.9139 -0.061 -0.213 0.100
C -0.7099 3.0319 -4.9890 0.473 0.446 0.456
H -1.1067 3.1682 -5.9944 0.158 0.005 0.193
C -0.9319 1.8380 -4.3005 -0.157 0.215 -0.133
H -1.4929 1.0142 -4.7558 0.200 0.320 0.061
H -0.9327 -0.4124 -3.0542 -0.832 0.209 0.140
C -2.6490 -1.0496 -1.1777 -0.520 -0.430 0.446
C -1.8597 0.2585 -1.1362 -0.869 1.113 -2.970
H -3.5914 -0.9615 -1.7601 0.602 0.066 0.149
H -2.9735 -1.3914 -0.1709 0.202 0.226 -0.443
H -2.0598 -1.8700 -1.6080 -0.052 0.295 -0.009
C -2.5179 1.4296 -0.9039 -0.279 -0.144 0.280
C -3.9846 1.6053 -0.5493 -0.233 -0.421 0.564
H -1.9674 2.3737 -0.9739 -0.033 -0.344 -0.207
H -4.5720 2.1255 -1.3427 0.687 -0.348 0.286
H -4.1230 2.2024 0.3726 0.309 -0.151 -0.440
H -4.4654 0.6345 -0.3297 0.201 0.456 -0.247
Lu -0.5529 -0.0065 0.9094 1.931 0.380 -0.929
Cl 0.3026 2.3479 1.1202 -0.148 0.146 0.094
Cl -2.6677 0.0760 2.1838 -0.486 -0.075 0.292
H 4.7139 1.4281 -1.9680 -0.158 0.075 -0.058
H 4.8617 1.8094 0.5007 -0.139 -0.077 -0.022
C 3.6234 1.4588 -1.8327 0.386 -0.289 0.020
C 3.7892 1.6262 0.6413 -0.346 0.387 -0.028
N 3.2766 0.9300 -0.5264 0.084 -0.391 0.260
H 3.1378 0.8385 -2.5881 -0.023 0.238 0.001
C 2.5035 -0.1597 -0.4208 -0.717 0.293 0.848
O 1.8487 -0.4579 0.6134 0.902 -0.075 -0.707
H 3.6344 1.0143 1.5299 -0.086 0.085 -0.122
H 2.5080 -0.8019 -1.3074 -0.169 0.198 0.094
H 3.2855 2.5011 -1.9322 -0.048 -0.366 0.044
H 3.2809 2.5894 0.7727 0.067 -0.186 0.081
H -0.5039 -5.5510 1.3384 -0.095 0.134 -0.201
H 1.3620 -5.8099 -0.6318 -0.212 0.178 -0.191
C -1.0186 -4.9557 0.5710 -0.003 -0.028 -0.084
C 0.7363 -5.0989 -1.1928 0.027 0.103 0.025
N -0.0431 -4.2715 -0.2766 0.094 0.037 0.133
H -1.6639 -4.2228 1.0579 0.144 -0.086 -0.136
C 0.1930 -2.9704 -0.1573 -1.096 1.103 1.102
O -0.4688 -2.2228 0.6351 1.039 -1.562 -1.271
H 1.3767 -4.4501 -1.7976 -0.086 -0.167 0.114
H 0.9782 -2.5532 -0.8010 -0.227 0.043 0.099
H -1.6156 -5.6263 -0.0590 0.085 0.150 0.183
H 0.0615 -5.6495 -1.8637 0.195 0.128 0.225
C -1.0346 0.6507 6.1243 -0.210 0.222 -0.430
N 0.0780 -0.1048 5.5051 -0.040 0.068 1.591
C 1.1053 -0.6999 6.3818 0.285 -0.127 -0.364
C 0.1798 -0.1893 4.2191 0.022 -0.302 -3.862
N 0.2131 -0.2624 3.0391 0.226 -0.024 3.962
H -0.9491 0.5293 7.2061 -0.085 0.001 -0.240
H -2.0095 0.2672 5.7806 0.436 0.137 0.108
H -0.9645 1.7235 5.8789 -0.023 -0.427 0.064
H 1.1699 -1.7878 6.2265 -0.054 0.352 0.037
H 2.0932 -0.2555 6.1799 -0.351 -0.132 0.137
H 0.8227 -0.5094 7.4210 0.106 -0.026 -0.306
```
Forces are in eV/Å.

HOMO = -0.261 hartree
relative energy (zero: lowest compared OMol25 entry of this formula, charge and spin) = 0.00 kcal/mol
E = -3382.671379 Ha
F_max = 3.968 eV/A
lowest unoccupied orbital energy = 0.36 eV
net charge = 0
frontier orbital gap = 0.27459 Eh

***

No. 2
# C4H6N2

A single C4H6N2 molecule (ωB97M-V with the def2-TZVPD basis set, the OMol25 dataset).

Structure (XYZ):
```
12
Properties=species:S:1:pos:R:3:forces:R:3
C -1.2347 -0.6978 0.6226 0.418 0.204 -0.079
C 0.1191 -0.0034 0.0246 -0.512 -0.111 -0.098
C -0.3779 0.0006 -1.3538 -0.576 -0.114 -0.889
N -1.0967 -0.1909 -2.2418 1.101 0.459 0.234
C 1.1450 1.0688 0.3750 -0.323 0.089 0.173
N 1.5347 -0.3187 0.2554 -0.213 -0.369 0.049
H -2.0233 -0.0262 0.2682 0.105 -0.209 0.056
H -1.5515 -0.9902 1.6388 1.357 0.598 0.103
H -1.3046 -1.6190 0.0349 -0.076 0.185 0.109
H 1.4744 1.7712 -0.4047 -0.447 -0.395 0.185
H 1.2340 1.4924 1.3728 -0.328 -0.218 -0.051
H 2.0816 -0.4867 -0.5920 -0.507 -0.120 0.207
```
Forces are in eV/Å.

HOMO = -0.377 hartree
relative energy (zero: lowest compared OMol25 entry of this formula, charge and spin) = 62.38 kcal/mol
SMILES = C[C@@]1(C#N)CN1
E = -265.436161 Ha
F_max = 1.487 eV/A
lowest unoccupied orbital energy = 0.77 eV
net charge = 0
frontier orbital gap = 0.40498 Eh